Entry 1:
{
  "formula": "C3H3ClO",
  "method": "the ωB97M-V functional and the def2-TZVPD basis",
  "symbols": ["C", "C", "C", "H", "H", "H", "O", "Cl"],
  "xyz": [[0.4303, -0.1182, 0.1203], [-0.2124, -1.1926, 0.4377], [-0.1601, 1.0082, -0.7017], [0.0214, -1.9168, 1.2219], [-1.2034, -1.1594, 0.0907], [-0.2635, 2.0541, -0.0649], [-0.6420, 0.7876, -1.7938], [2.0296, 0.5371, 0.6897]],
  "relative_energy_kcal_mol": 16.17,
  "energy_ha": -651.48268,
  "homo_lumo_gap_ev": 10.57,
  "mol_weight_g_mol": 90.51
}

=====

Entry 2:
{
  "formula": "C3H4S2",
  "method": "the ωB97M-V functional and the def2-TZVPD basis",
  "symbols": ["C", "C", "C", "S", "S", "H", "H", "H", "H"],
  "xyz": [[0.7103, 0.6944, -0.1570], [-0.2507, -0.2137, 0.6200], [-1.4806, -0.6151, -0.0394], [2.4281, 0.0813, 0.0180], [-0.4837, -1.9452, -0.0761], [0.5592, 0.5383, -1.2958], [0.8135, 1.7226, -0.0003], [-0.3099, -0.2993, 1.6596], [-1.9861, 0.0367, -0.7291]],
  "relative_energy_kcal_mol": 82.22,
  "energy_ha": -912.92946,
  "homo_lumo_gap_ev": [9.12, 5.84],
  "mol_weight_g_mol": 104.20
}

=====

Entry 3:
{
  "formula": "C20H26ClN5O5",
  "method": "the ωB97M-V functional and the def2-TZVPD basis",
  "symbols": ["O", "O", "O", "Cl", "N", "O", "O", "C", "C", "C", "C", "C", "C", "C", "C", "C", "C", "C", "C", "N", "N", "N", "N", "C", "C", "C", "C", "C", "C", "C", "C", "H", "H", "H", "H", "H", "H", "H", "H", "H", "H", "H", "H", "H", "H", "H", "H", "H", "H", "H", "H", "H", "H", "H", "H", "H", "H"],
  "xyz": [[-3.5660, -2.2229, -1.3048], [0.0818, -3.7589, 3.6987], [2.9804, 0.4643, 2.3889], [-1.0442, -1.7680, -2.8999], [-4.2862, 1.2052, -1.4749], [-2.9512, 1.9899, 1.5124], [1.0485, 1.9004, -5.0919], [-3.3844, -1.0539, -1.6113], [0.6666, -2.7438, 3.3583], [3.0103, -0.7327, 2.6442], [-3.1975, 1.6635, -2.0681], [-2.1965, -0.5797, -2.3145], [-2.0852, 0.7904, -2.5331], [-1.9793, -0.1997, 1.3078], [-0.6430, 1.8074, 0.9260], [-0.8572, -0.9996, 1.0189], [0.4822, 1.0057, 0.6663], [-1.8724, 1.2068, 1.2577], [0.3829, -0.3970, 0.7250], [-4.3643, -0.1506, -1.2535], [3.5703, -1.1943, 3.7705], [-0.9870, 1.3622, -3.2101], [1.5920, -2.8287, 2.3967], [0.3378, -1.4426, 4.0673], [4.1887, -0.3443, 4.7860], [-0.3157, 2.2424, -5.4075], [1.1508, 0.7523, -4.2256], [-1.1480, 2.5019, -4.1407], [0.4192, 1.0162, -2.9029], [1.6148, -1.2465, 0.4726], [2.3712, -1.7827, 1.7087], [-3.7707, 1.4976, 1.4542], [-3.1178, 2.7342, -2.2241], [-2.9202, -0.6646, 1.5585], [-0.5685, 2.8836, 0.9010], [-0.9490, -2.0779, 1.0380], [1.4369, 1.4709, 0.4612], [-5.2036, -0.5626, -0.8537], [3.5278, -2.1874, 3.9397], [1.6846, -3.7625, 2.0297], [0.4287, -0.5867, 3.4048], [1.0045, -1.3216, 4.9166], [-0.6889, -1.4937, 4.4247], [5.1250, 0.0666, 4.4032], [3.5188, 0.4841, 5.0278], [4.3870, -0.9200, 5.6910], [-0.7735, 1.4260, -5.9759], [-0.3298, 3.1358, -6.0390], [0.7207, -0.1280, -4.7148], [2.2047, 0.5403, -4.0232], [-2.1955, 2.6340, -4.4298], [-0.8131, 3.4267, -3.6591], [0.8972, 1.8537, -2.3844], [0.5035, 0.1521, -2.2408], [2.3196, -0.6622, -0.1207], [1.3198, -2.0961, -0.1452], [3.2323, -2.3049, 1.2932]],
  "energy_ha": -1887.89036,
  "homo_lumo_gap_ev": 8.49,
  "mol_weight_g_mol": 451.91
}